[1]
This record from the Open Molecules 2025 dataset describes a molecular structure, C14H13NO10RhS2 in a non-equilibrium geometry. The level of theory is ωB97M-V/def2-TZVPD.

Atoms and positions in Å:
Rh  2.485  0.428  0.992
O  1.850  1.643  4.635
S  1.402  1.274  3.320
O  -0.034  1.074  3.235
O  2.074  -0.054  2.853
O  1.892  2.219  2.245
O  3.095  0.569  -0.872
S  4.578  0.754  -0.462
O  5.384  -0.318  -0.972
O  4.379  0.593  1.079
O  5.023  2.078  -0.780
C  -2.270  -0.764  -2.781
O  -2.179  -0.958  -1.389
C  -1.328  -1.919  -0.928
C  -0.730  -2.855  -1.754
C  0.117  -3.828  -1.237
C  0.380  -3.853  0.119
C  -0.220  -2.928  0.957
C  -1.084  -1.951  0.464
N  -1.747  -1.126  1.373
C  -2.154  0.182  1.243
C  -1.575  1.241  0.486
C  -2.333  2.368  0.177
C  -1.827  3.412  -0.596
C  -0.520  3.398  -1.062
C  0.313  2.359  -0.691
C  -0.167  1.304  0.106
O  0.655  0.416  0.554
H  -2.807  0.173  -2.919
H  -2.827  -1.575  -3.261
H  -1.282  -0.678  -3.241
H  -0.927  -2.837  -2.817
H  0.564  -4.553  -1.904
H  1.060  -4.589  0.527
H  -0.003  -2.925  2.019
H  -1.642  -1.419  2.335
H  -2.994  0.436  1.875
H  -3.354  2.406  0.537
H  -2.473  4.245  -0.847
H  -0.138  4.204  -1.673
H  1.366  2.353  -0.946

Values from the calculation:
energy	-2255.34356	Ha
HOMO energy (spin up / spin down)	-4.26 / -6.11	eV
expectation value of S²	6.029
total charge	-1
multiplicity	5

[2]
This record from the Open Molecules 2025 dataset describes C14H13NO4 in the gas phase in a non-equilibrium geometry. The level of theory is ωB97M-V/def2-TZVPD.

Atoms and positions in Å:
O  -2.668  1.085  -1.553
O  -0.719  -2.090  -2.157
O  -2.249  1.012  0.725
O  -0.338  -0.007  -3.028
C  -2.070  0.643  -0.570
C  -0.673  -0.871  -2.040
C  3.438  0.976  1.503
C  2.896  1.283  0.233
C  -0.195  -2.112  2.287
C  2.810  0.075  2.339
C  0.967  -1.515  2.781
C  1.657  0.769  -0.103
C  -0.788  -1.688  1.098
C  1.616  -0.579  1.921
C  0.997  -0.170  0.687
C  -0.968  -0.302  -0.721
N  -0.212  -0.723  0.369
C  -3.211  2.058  0.913
C  -0.309  -0.496  -4.373
H  4.356  1.420  1.923
H  3.365  1.954  -0.466
H  -0.695  -2.874  2.896
H  3.232  -0.204  3.291
H  1.427  -1.732  3.736
H  1.213  1.053  -1.048
H  -1.727  -2.101  0.765
H  -2.962  2.873  0.204
H  -3.151  2.454  1.913
H  -4.216  1.697  0.682
H  0.352  0.168  -4.968
H  -1.289  -0.505  -4.825
H  0.115  -1.551  -4.415

Values from the calculation:
energy	-896.94828	Ha
energy relative to the best compared isomer or geometry (same formula, charge and spin)	59.05	kcal per mole
HOMO energy	-6.99	eV

[3]
This record from the Open Molecules 2025 dataset describes a molecular structure, C14H14BF4N7O4S5Y. The level of theory is ωB97M-V/def2-TZVPD.

Atoms and positions in Å:
Y  -1.302  -0.169  -0.429
O  -0.753  2.590  -3.599
C  -0.780  1.463  -3.117
O  -1.684  0.934  -2.380
C  0.378  0.539  -3.378
C  1.006  0.493  -4.615
C  1.975  -0.468  -4.821
C  2.299  -1.334  -3.784
C  1.645  -1.186  -2.576
N  0.708  -0.256  -2.364
H  0.704  1.198  -5.377
H  2.469  -0.554  -5.782
H  3.033  -2.118  -3.906
H  1.864  -1.849  -1.748
S  -0.980  -2.745  -1.320
S  -3.009  -2.634  -1.664
S  -3.839  -2.984  0.207
S  -2.971  -1.517  1.403
N  0.228  2.238  -0.139
N  -0.560  3.322  0.301
C  -1.891  3.134  0.466
N  -2.613  4.093  1.044
N  -2.313  1.993  -0.025
N  -3.638  1.678  -0.104
O  -3.765  0.554  -0.552
O  -4.540  2.427  0.239
H  0.830  1.960  0.634
H  0.753  2.545  -0.950
H  -0.117  3.965  0.941
H  -2.136  4.717  1.672
H  -3.585  3.878  1.201
S  3.512  -0.898  1.123
C  2.107  -0.314  0.337
N  0.983  -0.857  0.656
C  1.201  -1.875  1.617
C  0.220  -2.702  2.161
C  0.612  -3.656  3.074
C  1.956  -3.806  3.450
C  2.934  -2.999  2.911
C  2.533  -2.031  1.985
H  2.183  0.476  -0.399
H  -0.821  -2.596  1.868
H  -0.142  -4.304  3.504
H  2.230  -4.568  4.170
H  3.974  -3.112  3.191
F  -0.914  0.753  1.985
B  -0.178  1.457  3.002
F  -0.749  2.753  3.145
F  -0.230  0.749  4.178
F  1.174  1.620  2.563

Values from the calculation:
energy	-3680.24098	Ha
energy relative to the best compared isomer or geometry (same formula, charge and spin)	19.85	kcal per mole
HOMO energy	-3.90	eV
total charge	-1